Formula: C32H53NP2Tc
Source: the OMol25 dataset
Level of theory: ωB97M-V/def2-TZVPD

The calculation puts the LUMO energy (alpha / beta) at -6.602 / -9.627 eV. For the molar mass, the calculation gives 611.73 u. The total energy comes out at -56290.00991 eV. The HOMO-LUMO gap (alpha / beta) comes out at 0.1903 / 0.0791 Eh. As for the charge: +2. As for the multiplicity: 4. The value obtained for the HOMO energy (alpha / beta) is -0.4329 / -0.4329 Eh.

Last column: Mulliken spin population.
Element x y z (Å)
Tc1 0.42160 0.84416 0.98536  1.17
C1 1.56761 2.14941 2.34646  0.04
C2 0.25646 2.68008 2.06349  -0.04
C3 -0.00337 0.73074 3.29040  0.03
C4 1.40275 0.94332 3.09519  -0.07
C5 -0.71617 1.76488 2.61751  0.00
C6 2.86259 2.85609 2.15488  -0.02
H1 2.82672 3.51226 1.28101  0.00
H2 3.68042 2.14075 2.02323  0.00
H3 3.08281 3.46902 3.04030  0.00
C7 2.49362 0.08716 3.59731  0.08
H4 3.45460 0.36211 3.15783  0.00
H5 2.27599 -0.95497 3.33506  0.02
H6 2.58404 0.12341 4.68933  -0.01
C8 -0.62069 -0.37016 4.04646  0.01
H7 -0.53191 -0.23351 5.13496  0.00
H8 -0.09623 -1.27502 3.73148  0.02
H9 -1.67850 -0.49135 3.80113  -0.01
C9 -2.18411 1.97545 2.73145  -0.02
H10 -2.41151 2.51002 3.66402  0.00
H11 -2.70961 1.01636 2.75859  0.00
H12 -2.56895 2.56148 1.89626  0.00
C10 -0.04306 4.04037 1.55314  0.00
H13 -0.19811 4.72476 2.39559  0.00
H14 -0.95070 4.03503 0.94744  0.00
H15 0.78619 4.41541 0.95325  0.00
C11 1.64186 0.08367 -0.67996  -0.13
C12 1.81980 1.47842 -0.47646  0.05
C13 1.14555 2.47423 -1.39152  0.02
C14 -0.36583 2.21753 -1.54687  0.04
C15 -1.02860 1.55671 -0.34831  -0.05
C16 -1.17343 0.12818 -0.23348  -0.03
C17 -0.70327 -0.77200 -1.35603  0.01
C18 0.77082 -0.52060 -1.76985  0.01
H16 1.64758 2.45349 -2.37167  -0.01
H17 -0.56193 1.63630 -2.45751  -0.01
H18 1.28911 3.49417 -1.00028  0.00
H19 0.79612 0.09945 -2.67748  0.00
H20 2.50596 -0.53579 -0.40613  0.00
H21 2.82862 1.76061 -0.16211  0.01
H22 1.21298 -1.48713 -2.05536  0.00
H23 -0.80940 -1.82216 -1.04688  0.00
H24 -2.07241 -0.21916 0.28731  -0.01
H25 -1.36631 -0.64701 -2.22826  0.00
H26 -0.85862 3.18945 -1.69221  -0.01
H27 -1.88569 2.12176 0.03015  0.00
P1 -1.21667 0.92970 -5.40114  0.00
C19 0.03952 -0.19090 -6.16295  0.00
C20 -1.02719 2.33293 -6.58643  0.00
P2 -4.14559 0.46231 -5.00308  0.00
C21 -2.72132 0.14503 -6.16100  0.00
C22 -5.06773 1.67853 -6.04303  0.00
C23 -5.14885 -1.01812 -5.46488  0.00
H28 -0.03493 -1.17309 -5.68082  0.00
H29 1.03685 0.22480 -5.97342  0.00
H30 -0.12278 -0.29289 -7.24381  0.00
H31 -1.02917 1.97836 -7.62482  0.00
H32 -0.06835 2.81817 -6.36455  0.00
H33 -1.83659 3.05625 -6.43339  0.00
H34 -5.28994 -1.09164 -6.55019  0.00
H35 -6.12230 -0.93471 -4.96732  0.00
H36 -4.63313 -1.91129 -5.09429  0.00
H37 -2.56823 -0.94454 -6.22065  0.00
H38 -2.91628 0.55863 -7.16577  0.00
H39 -6.05389 1.81838 -5.58314  0.00
H40 -5.18763 1.31753 -7.07197  0.00
H41 -4.53338 2.63511 -6.03489  0.00
C24 3.52180 -2.93460 5.07122  0.01
N1 2.18788 -2.34449 5.17975  0.77
C25 1.85066 -2.08260 6.58240  0.00
C26 1.14276 -3.17207 4.54876  0.06
C27 1.29007 -3.42092 3.07423  -0.16
C28 1.55872 -4.74026 2.60516  0.06
C29 1.62467 -5.05015 1.27153  -0.05
C30 1.39639 -4.02251 0.35551  0.09
C31 1.10996 -2.70751 0.80677  0.15
C32 1.06781 -2.44552 2.14944  0.73
H42 4.22260 -2.24319 5.56530  0.00
H43 3.79980 -3.05381 4.01862  0.00
H44 3.56138 -3.91492 5.58198  0.05
H45 2.64862 -1.48555 7.03294  0.00
H46 0.90047 -1.52848 6.63992  0.01
H47 1.74149 -3.03014 7.14460  0.04
H48 1.10492 -4.16366 5.04997  0.07
H49 0.20282 -2.64901 4.77549  0.01
H50 1.71010 -5.50961 3.35074  0.01
H51 1.83860 -6.06714 0.95234  0.00
H52 1.42629 -4.22510 -0.71982  0.01
H53 0.92435 -1.91472 0.08646  0.02


Formula: C8H12NO2
Source: the OMol25 dataset
Level of theory: ωB97M-V/def2-TZVPD

The calculation puts the LUMO energy at -4.630 eV. The energy above the lowest of the compared OMol25 structures with the same formula, charge and spin is 120.50 kcal/mol. For the molar mass, the calculation gives 154.19 u. The total energy comes out at -14062.89764 eV. The HOMO-LUMO gap comes out at 0.2753 Eh. As for the charge: +1. The value obtained for the HOMO energy is -0.4455 Eh.

Last column: Mulliken charge in e.
Element x y z (Å)
C1 2.23169 0.10406 3.03255  -0.70
C2 0.96246 0.09907 2.66982  -0.42
C3 0.34016 -1.07383 -0.89465  0.59
C4 -0.80607 0.23976 0.92752  -0.64
C5 0.58271 0.43719 1.33766  0.08
C6 0.21329 -0.88523 0.40107  0.66
C7 0.23960 -2.19260 1.18568  -1.69
C8 -1.65751 1.73496 -4.29458  -0.49
N1 -0.99706 1.78341 -3.06978  -0.09
O1 0.57846 -1.10994 -2.00056  -0.17
O2 -1.19565 1.03176 -2.14121  -0.28
H1 2.74017 -0.10976 4.01072  0.31
H2 2.90517 0.37443 2.20789  0.22
H3 0.18016 -0.21836 3.41735  0.45
H4 -1.50717 -0.12064 1.65599  0.31
H5 -1.34208 0.94372 0.23941  0.22
H6 1.25824 1.06239 0.70391  0.47
H7 0.36078 -1.92976 2.24312  0.35
H8 1.04862 -2.79386 0.83397  0.49
H9 -0.62233 -2.69021 1.12584  0.49
H10 -2.50831 2.42761 -4.01464  0.23
H11 -1.98925 0.70166 -4.50047  0.35
H12 -1.01610 2.18415 -5.07661  0.26


Formula: H80O40
Source: the OMol25 dataset
Level of theory: ωB97M-V/def2-TZVPD

The calculation puts the LUMO energy at -0.564 eV. The energy above the lowest of the compared OMol25 structures with the same formula, charge and spin is 408.20 kcal/mol. For the molar mass, the calculation gives 720.60 u. The total energy comes out at -83188.11429 eV. The HOMO-LUMO gap comes out at 0.3568 Eh. The value obtained for the HOMO energy is -0.3776 Eh.

Last column: Mulliken charge in e.
Element x y z (Å)
H1 -2.58817 -3.26639 -0.45681  0.21
H2 -2.17031 -2.80852 0.96936  0.08
O1 -1.81905 -2.88563 0.09161  -0.10
H3 5.62087 -0.14912 -0.23109  0.47
H4 6.90760 0.73834 -0.57403  0.24
O2 5.99548 0.58428 -0.80756  -0.60
H5 -1.30065 -1.69564 4.03376  0.19
H6 -2.75731 -1.91023 4.70456  0.29
O3 -2.06620 -1.30249 4.43088  -0.47
H7 -6.66381 -0.77333 0.99381  0.25
H8 -5.88245 -0.51087 2.35673  0.42
O4 -5.87493 -1.03612 1.53945  -0.67
H9 -1.31196 0.72375 6.37419  0.27
H10 -2.62365 -0.14041 5.96714  0.31
O5 -2.14533 0.76271 5.93625  -0.57
H11 4.15886 1.64752 -1.61589  0.21
O6 3.37683 1.62153 -2.20753  -0.30
H12 -1.40440 -1.68948 -2.75370  0.75
O7 -2.41927 -1.94681 -2.93444  -0.90
H13 3.29359 2.75159 -3.92854  0.34
H14 3.44154 3.90346 -2.71429  0.30
O8 2.98725 3.66251 -3.55183  -0.75
H15 -0.25738 -1.78814 -3.45098  -0.06
H16 -0.69978 -2.31708 -4.87436  0.26
O9 0.00753 -1.99011 -4.42774  -0.56
H17 -2.45427 -5.61811 -2.20897  0.28
H18 -3.15821 -5.51791 -0.79694  0.30
O10 -2.86103 -5.00424 -1.62085  -0.58
H19 1.71106 2.73296 1.36440  0.38
H20 0.43283 1.94782 2.17072  0.20
O11 0.91479 2.03547 1.30778  -0.51
H21 0.78141 -2.36600 -0.78897  0.09
O12 1.28201 -2.45797 0.13583  -0.03
H22 4.48311 -1.26213 -1.71791  0.26
H23 3.89431 -1.69345 -0.35808  0.35
O13 4.65131 -1.54937 -0.85587  -0.66
H24 3.88336 2.94551 0.43369  0.27
H25 2.42971 2.90229 -0.24156  0.32
O14 2.95653 3.20118 0.49894  -0.66
H26 2.91642 -0.97323 2.88306  0.43
H27 4.35678 -1.26502 2.19965  0.33
O15 3.68194 -1.33576 2.95703  -0.75
H28 3.59778 -4.10881 1.63497  0.31
H29 2.25931 -4.48982 2.05620  0.27
O16 3.12193 -4.85625 1.57116  -0.62
H30 -5.16951 3.92317 -1.52270  0.34
H31 -3.94801 3.48911 -2.36270  0.28
O17 -4.71578 3.84352 -2.41319  -0.60
H32 -1.30352 2.08567 -4.07000  0.28
H33 -0.92509 1.77844 -5.43829  0.33
O18 -0.95704 2.50929 -4.71668  -0.64
H34 0.46964 -0.76724 -2.28138  0.31
O19 -0.36046 -0.55704 -1.88541  -0.49
H35 -3.42053 1.52460 -4.98568  0.30
H36 -4.59946 1.53030 -3.97556  0.28
O20 -4.36439 1.82390 -4.82960  -0.62
H37 -1.76574 4.74332 0.64127  0.69
O21 -1.84199 4.76940 1.64744  -0.76
H38 1.58028 -2.95824 3.67398  0.21
H39 3.05716 -2.83891 3.96591  0.38
O22 2.19452 -3.08393 4.25881  -0.61
H40 1.60279 0.01144 -4.42817  0.18
H41 2.78267 -0.93105 -4.37114  0.34
O23 2.18417 -0.30848 -3.77919  -0.47
H42 -3.03264 3.28161 0.31633  0.36
H43 -1.89255 2.68434 -0.15643  0.30
O24 -2.76268 2.38016 0.12078  -0.72
H44 -1.23084 3.79752 4.23572  0.30
H45 -2.00863 3.00539 2.78357  0.33
O25 -1.38560 2.97593 3.55748  -0.67
H46 -2.97775 -5.04125 3.22890  0.26
H47 -2.04799 -4.74027 2.02568  0.29
O26 -2.91606 -4.57879 2.30799  -0.54
H48 5.39104 0.75674 2.31387  0.29
H49 4.43408 0.25703 1.10921  0.30
O27 5.19178 -0.00203 1.72786  -0.59
H50 3.38502 -4.79917 -1.15032  0.26
H51 3.62853 -5.71245 0.18845  0.43
O28 3.87304 -5.53196 -0.77981  -0.72
H52 2.06877 -6.27195 -1.33378  0.35
H53 0.91867 -6.79490 -0.16447  0.28
O29 1.29881 -6.12502 -0.80705  -0.60
H54 3.67864 2.62763 3.22854  0.22
H55 5.06147 2.74393 2.69149  0.29
O30 4.47090 2.18167 3.08704  -0.57
H56 -5.67465 -3.24106 0.56447  0.22
H57 -5.03569 -2.56214 1.66366  0.41
O31 -4.91290 -3.41070 1.15289  -0.62
H58 -0.40353 4.15146 0.06548  0.20
O32 -0.97361 4.19206 -0.73852  -0.63
H59 1.40306 -0.02801 2.20183  0.23
H60 0.95049 -0.41331 0.84744  -0.06
O33 1.67404 -0.54294 1.45201  -0.24
H61 -0.62207 -1.09032 -1.00651  0.05
H62 3.09630 0.70642 -1.96852  0.02
H63 -1.29162 3.89264 1.64340  0.18
H64 -2.66623 -1.83369 -1.99035  0.32
H65 1.56618 -3.34124 0.18529  0.03
H66 -0.69960 4.28044 -1.70351  0.25
O34 0.51643 4.42171 -2.97213  -0.72
H67 1.35679 4.06718 -3.05363  0.43
H68 -0.03405 3.88180 -3.66343  0.36
O35 -3.82747 4.87151 0.07916  -0.68
H69 -3.88446 5.39661 -0.70480  0.34
H70 -3.45333 5.60888 0.81613  0.31
O36 -2.85199 -0.44049 -4.93253  -0.58
H71 -3.63624 -0.95758 -5.33614  0.31
H72 -2.71027 -0.79435 -4.13994  0.49
O37 4.36976 0.15212 -4.74024  -0.57
H73 4.56828 0.77485 -4.12899  0.27
H74 4.98902 -0.50539 -4.64652  0.28
O38 -5.94920 0.48203 3.56922  -0.70
H75 -5.67551 1.35400 3.03120  0.37
H76 -5.32906 0.40069 4.16859  0.29
O39 2.26221 2.89062 5.71661  -0.58
H77 1.78882 3.65690 5.57769  0.32
H78 1.98172 2.50196 4.90838  0.25
O40 -2.26293 -0.04066 1.35011  -0.21
H79 -2.65177 -0.53132 0.59111  0.19
H80 -2.30871 0.91543 0.98909  0.29


Formula: C6H12O
Source: the OMol25 dataset
Level of theory: ωB97M-V/def2-TZVPD

The calculation puts the LUMO energy at 0.906 eV. The energy above the lowest of the compared OMol25 structures with the same formula, charge and spin is 69.14 kcal/mol. For the molar mass, the calculation gives 100.16 u. The total energy comes out at -8461.35586 eV. The HOMO-LUMO gap comes out at 0.3460 Eh. The structure (SMILES) is C=C(C)CCCO. The value obtained for the HOMO energy is -0.3127 Eh.

Last column: Mulliken charge in e.
Element x y z (Å)
C1 -0.04858 -0.77693 2.35729  -0.95
C2 -0.12206 -1.18938 1.05135  0.42
C3 0.51191 -2.52039 0.70267  -1.30
C4 -0.78063 -0.27118 0.03939  -0.56
C5 0.46558 0.26241 -0.91109  -0.49
C6 0.20238 1.57195 -1.83143  -0.55
O1 -0.32037 2.71176 -1.10264  -0.50
H1 0.20346 0.23887 2.64454  0.28
H2 -0.20237 -1.51486 3.08375  0.33
H3 0.58705 -2.97803 1.70170  0.43
H4 1.52926 -2.35843 0.41597  0.30
H5 0.04047 -3.11933 -0.12305  0.28
H6 -1.18710 0.55831 0.57778  0.44
H7 -1.62568 -0.65487 -0.59196  0.32
H8 1.00996 -0.59580 -1.40812  0.31
H9 1.23836 0.60730 -0.20496  0.33
H10 1.14569 1.95600 -2.35793  0.30
H11 -0.45915 1.42549 -2.76507  0.25
H12 -1.08862 2.28238 -0.60060  0.35